No. 1
ORCA calculation (ωB97M-V/def2-TZVPD) on a cluster of 2 separate species, C3H10N2S in total.

Each line ends with the natural charge from an NBO analysis.
Cartesian coordinates (Å):
C1 1.5035 -0.5823 0.8677  -0.74
S1 0.5244 0.9312 0.7235  0.16
C2 1.8415 2.1809 0.6924  -0.74
H1 2.2089 -0.4667 1.6893  0.21
H2 2.0305 -0.7877 -0.0633  0.22
H3 0.8307 -1.4077 1.0778  0.22
H4 1.4314 3.1552 0.4424  0.23
H5 2.3322 2.2485 1.6620  0.21
H6 2.5428 1.8860 -0.0875  0.22
N1 -1.7487 -2.0032 -0.2317  -0.81
C3 -1.8427 -0.8498 -0.9819  0.28
N2 -1.4252 -0.8042 -2.1816  -0.72
H7 -1.6562 -1.8130 0.7595  0.37
H8 -1.1057 -2.6951 -0.5958  0.39
H9 -2.3357 -0.0244 -0.4657  0.15
H10 -1.8354 -0.0136 -2.6713  0.34

Multiplicity = 1
LUMO level = 0.0342 Ha
Relative energy (zero: lowest compared OMol25 entry of this formula, charge and spin) = 34.7 kJ/mol
SMILES = [H]/N=C/N.CSC
E_tot = -17088.244 eV



No. 2
ORCA calculation (ωB97M-V/def2-TZVPD) on a structure of composition C33H35N8O4Rh.

Each line ends with the Löwdin spin population.
Cartesian coordinates (Å):
Rh1 -0.0146 0.0185 -1.4501  2.38
C1 -4.7124 -1.5854 3.5979  0.02
C2 -3.5086 -1.1286 2.8592  0.12
C3 -2.2162 -1.3727 3.3341  -0.01
C4 -1.1184 -0.9587 2.6266  0.10
C5 -1.2197 -0.2930 1.3761  0.05
N1 -0.1023 0.0975 0.7170  0.43
C6 1.0560 0.4227 1.3630  0.02
C7 1.0133 1.0921 2.6086  0.07
C8 2.1491 1.4684 3.2814  -0.01
C9 3.4156 1.1953 2.7606  0.07
C10 4.6558 1.6274 3.4592  0.01
C11 3.4820 0.5498 1.5297  0.00
C12 2.3502 0.1822 0.8184  0.06
N2 2.5676 -0.4489 -0.4248  0.02
C13 3.3885 -1.4945 -0.6744  0.03
C14 3.4016 -1.6966 -2.0366  0.01
C15 2.5726 -0.7021 -2.5618  0.04
N3 2.0710 0.0509 -1.5768  0.05
C16 -2.5437 -0.1129 0.8645  0.10
C17 -3.6350 -0.5017 1.6228  -0.01
N4 -2.8223 0.4508 -0.3975  0.01
C18 -3.9253 1.1609 -0.7358  0.02
C19 -3.9026 1.3485 -2.0996  0.01
C20 -2.7440 0.6989 -2.5301  0.04
N5 -2.1070 0.1798 -1.4898  0.06
H1 -4.5239 -1.6404 4.6663  0.00
H2 -4.9850 -2.5857 3.2575  0.01
H3 -5.5635 -0.9353 3.4113  0.00
H4 -2.0841 -1.9074 4.2616  0.00
H5 -0.1306 -1.1899 2.9975  0.00
H6 0.0441 1.3170 3.0316  0.00
H7 2.0645 1.9798 4.2291  0.00
H8 4.4971 1.6824 4.5328  0.00
H9 4.9501 2.6205 3.1142  0.01
H10 5.4806 0.9518 3.2477  0.00
H11 4.4487 0.3296 1.1022  0.00
H12 3.8902 -2.0329 0.1051  0.00
H13 3.9245 -2.4616 -2.5727  0.00
H14 2.3703 -0.4719 -3.5921  0.00
H15 -4.6279 -0.3640 1.2230  0.00
H16 -4.6431 1.5012 -0.0208  0.00
H17 -4.6184 1.8661 -2.7032  0.00
H18 -2.3711 0.5488 -3.5270  0.00
C21 -0.7413 4.8481 -0.1352  0.00
C22 -0.8071 3.3045 -0.2048  0.00
N6 0.0846 2.8040 -1.2411  0.05
C23 -0.3370 3.3236 -2.5348  0.00
C24 -0.2992 4.8705 -2.5322  0.00
N7 0.1805 5.3133 -1.1995  0.00
C25 1.5410 4.7762 -0.9529  0.00
C26 1.4484 3.2323 -0.9600  0.00
H19 -0.3579 5.1907 0.8273  0.00
H20 -1.7222 5.2984 -0.2944  0.00
H21 -1.8240 2.9817 -0.4317  0.00
H22 -0.5146 2.8647 0.7495  0.00
H23 -1.3494 2.9699 -2.7392  0.00
H24 0.3229 2.9191 -3.3042  0.00
H25 -1.2880 5.2963 -2.7104  0.00
H26 0.3828 5.2557 -3.2918  0.00
H27 0.2151 6.3371 -1.1847  0.00
H28 1.8983 5.1541 0.0062  0.00
H29 2.2075 5.1442 -1.7341  0.00
H30 1.7469 2.8250 0.0065  0.00
H31 2.1068 2.8080 -1.7183  0.00
O1 -1.9100 -2.5476 -0.5179  0.01
C27 -0.8712 -2.9317 -1.0372  0.01
O2 0.0317 -2.2063 -1.5453  0.18
C28 -0.5588 -4.4176 -1.0787  0.01
C29 -1.5601 -5.3647 -0.8984  0.00
C30 -1.2453 -6.7151 -0.9127  0.00
C31 0.0651 -7.1250 -1.0927  0.00
C32 1.0540 -6.1646 -1.2634  0.00
C33 0.7543 -4.8112 -1.2669  0.00
N8 2.4459 -6.5526 -1.4242  0.00
O3 3.2624 -5.6575 -1.4530  0.00
O4 2.6870 -7.7298 -1.5055  0.00
H32 -2.5775 -5.0393 -0.7497  0.00
H33 -2.0255 -7.4483 -0.7743  0.00
H34 0.3336 -8.1715 -1.0902  0.00
H35 1.5428 -4.0896 -1.4157  0.00

Charge = +2
Multiplicity = 5
LUMO level (spin up / spin down) = -0.1870 / -0.2674 Ha
Relative energy (zero: lowest compared OMol25 entry of this formula, charge and spin) = 131.7 kJ/mol
⟨S²⟩ = 6.05
E_tot = -57889.417 eV



No. 3
ORCA calculation (ωB97M-V/def2-TZVPD) on a structure of composition C22H14CoN5O6.

Each line ends with the Löwdin spin population.
Cartesian coordinates (Å):
Co1 1.2242 -0.2286 -0.9348  0.96
C1 2.9989 -1.9127 2.5392  0.00
C2 2.7643 -3.2585 2.3284  0.00
C3 2.1417 -3.6661 1.1559  0.00
C4 1.7715 -2.7093 0.2327  0.00
N1 1.9930 -1.3951 0.4509  0.00
C5 2.5948 -1.0061 1.5712  0.00
C6 1.1100 -2.9959 -1.0617  0.00
C7 0.7032 -4.2237 -1.5585  0.00
C8 0.0628 -4.2522 -2.7900  0.00
C9 -0.1815 -3.0801 -3.4938  0.00
C10 0.2481 -1.8863 -2.9394  0.00
N2 0.8912 -1.8914 -1.7727  -0.01
C11 0.0502 -0.5118 -3.4595  0.00
C12 -0.5297 -0.2004 -4.6718  0.00
C13 -0.6515 1.1364 -5.0300  0.00
C14 -0.1953 2.1159 -4.1677  0.00
C15 0.3711 1.7323 -2.9620  0.00
N3 0.4910 0.4519 -2.6193  0.00
H1 3.4810 -1.5586 3.4387  0.00
H2 3.0645 -3.9905 3.0655  0.00
H3 1.9543 -4.7133 0.9669  0.00
H4 2.7303 0.0610 1.6909  0.00
H5 0.8697 -5.1355 -1.0040  0.00
H6 -0.2629 -5.1984 -3.2001  0.00
H7 -0.7019 -3.1036 -4.4400  0.00
H8 -0.8758 -0.9825 -5.3321  0.00
H9 -1.0985 1.4043 -5.9776  0.00
H10 -0.2779 3.1647 -4.4122  0.00
H11 0.7220 2.4499 -2.2325  0.00
O1 -0.6567 -0.1353 0.2204  0.05
C16 -0.1821 0.9519 0.6109  0.00
O2 0.9179 1.3840 0.1149  -0.01
C17 -0.8719 1.7744 1.6425  0.00
C18 -0.3696 3.0160 2.0058  0.00
C19 -1.0466 3.7477 2.9614  0.00
C20 -2.1967 3.2927 3.5759  0.00
C21 -2.6618 2.0507 3.1882  0.00
C22 -2.0293 1.2822 2.2328  0.00
N4 -3.8900 1.5251 3.8253  0.00
O3 -4.4311 2.2290 4.6469  0.00
O4 -4.2723 0.4321 3.4667  0.00
N5 -0.5180 5.0760 3.3439  0.00
O5 -1.1117 5.6796 4.2078  0.00
O6 0.4606 5.4721 2.7476  0.00
H12 0.5307 3.4080 1.5564  0.00
H13 -2.7082 3.8792 4.3240  0.00
H14 -2.4263 0.3190 1.9478  0.00

Charge = +1
Multiplicity = 2
LUMO level (spin up / spin down) = -0.1495 / -0.1512 Ha
Relative energy (zero: lowest compared OMol25 entry of this formula, charge and spin) = 0.0 kJ/mol
⟨S²⟩ = 0.76
E_tot = -80395.343 eV



No. 4
ORCA calculation (ωB97M-V/def2-TZVPD) on the molecule C4H7NO.

Each line ends with the natural charge from an NBO analysis.
Cartesian coordinates (Å):
C1 1.1640 1.0673 0.5921  -0.25
N1 -0.2458 1.4262 0.5647  -0.59
C2 0.1418 0.0880 0.2005  -0.10
C3 -1.0074 -2.0324 0.1877  0.09
O1 -0.4296 -1.7936 -0.9784  -0.50
C4 -0.2008 -0.4060 -1.2106  -0.09
H1 1.7825 1.5437 -0.1561  0.20
H2 1.6314 0.8828 1.5573  0.20
H3 -0.6579 1.5193 1.4863  0.36
H4 -1.7854 -1.2397 0.4056  0.06
H5 0.1020 -0.7884 0.9160  0.21
H6 -1.0975 0.0726 -1.6128  0.20
H7 0.6027 -0.3399 -1.9522  0.20

Multiplicity = 1
LUMO level = 0.0161 Ha
Relative energy (zero: lowest compared OMol25 entry of this formula, charge and spin) = 583.9 kJ/mol
E_tot = -7793.593 eV



No. 5
ORCA calculation (ωB97M-V/def2-TZVPD) on the molecule C19H19FN8OS.

Each line ends with the natural charge from an NBO analysis.
Cartesian coordinates (Å):
N1 3.1646 7.2416 -1.4386  -0.29
F1 -7.5805 -3.0893 -0.2128  -0.32
C1 2.9313 6.1703 -1.9216  0.26
N2 2.2037 3.1238 -3.8784  -0.46
N3 -0.4537 0.6560 -1.3794  -0.56
N4 0.1885 -0.4996 0.5222  -0.56
N5 -5.2413 -0.4721 0.7938  -0.41
O1 4.7264 -1.6737 2.0439  -0.54
S1 2.0932 3.5895 -1.2787  0.43
C2 1.7840 2.5895 -2.7426  0.27
C3 2.6849 4.4373 -3.6483  0.05
C4 2.5951 4.8470 -2.3230  -0.42
C5 -0.7365 -0.0045 -0.2992  0.58
C6 -6.4690 -1.0751 0.5688  -0.03
C7 0.8208 0.7026 -1.7680  0.42
C8 1.4183 -0.6687 0.0234  0.46
C9 -4.0628 -1.0695 0.7856  0.16
C10 1.7144 -0.0548 -1.1145  -0.42
C11 -4.0513 -2.4254 0.4764  -0.20
C12 -5.2266 -3.1188 0.1607  -0.26
C13 -6.4456 -2.4408 0.1527  0.36
N6 1.2362 1.4022 -2.9008  -0.61
N7 2.2545 -1.5392 0.7046  -0.42
N8 -2.0652 0.1963 -0.0368  -0.57
C14 3.5705 -0.9594 2.5429  -0.07
C15 4.7878 -1.7651 0.5720  -0.08
C16 2.2615 -1.5568 2.1282  -0.25
C17 3.3776 -2.2533 0.0217  -0.23
C18 -3.0832 0.9174 2.0808  -0.62
C19 -2.8275 -0.2879 1.1818  -0.08
H1 2.9331 5.0661 -4.4402  0.22
H2 -7.3919 -0.5178 0.6575  0.22
H3 2.7029 -0.0848 -1.5799  0.22
H4 -3.1757 -3.1345 0.7651  0.22
H5 -5.1560 -4.2102 0.0312  0.24
H6 0.4170 1.6022 -3.4808  0.42
H7 -2.5274 0.5272 -0.8067  0.40
H8 3.5378 0.0375 2.1557  0.17
H9 3.6761 -1.0296 3.6461  0.20
H10 5.5692 -2.4132 0.2439  0.20
H11 5.0680 -0.7922 0.0792  0.17
H12 1.4756 -0.9709 2.5597  0.24
H13 2.0785 -2.5109 2.6329  0.20
H14 3.2807 -3.3337 0.1073  0.20
H15 3.3137 -2.0252 -0.9843  0.21
H16 -3.9621 1.5098 1.7541  0.23
H17 -3.1210 0.7925 3.1630  0.22
H18 -2.1701 1.4760 1.9665  0.22
H19 -2.1185 -0.9082 1.7128  0.23

Multiplicity = 1
LUMO level = 0.0011 Ha
SMILES = C[C@H](Nc1nc(Nc2ncc(C#N)s2)cc(N2CCOCC2)n1)c1ccc(F)cn1
E_tot = -47529.398 eV



Number 1: F_max 0.88 eV/Å. Number 2: F_max 2.59 eV/Å. Number 3: F_max 0.95 eV/Å. Number 4: F_max 1.77 eV/Å. Number 5: F_max 5.30 eV/Å.